No. 1
Entry from the OMol25 dataset: C10H9NO4 in the gas phase (ωB97M-V with the def2-TZVPD basis set).

Output
HOMO-LUMO gap	8.558	eV
SMILES string	O=c1[nH]c(C(O)(O)O)cc2ccccc12
net charge	0
relative energy (zero: lowest compared OMol25 entry of this formula, charge and spin)	0.0	kJ/mol

Geometry (Å):
O: -0.793 -3.221 0.797
C: -0.460 -2.074 0.525
N: 0.891 -1.692 0.486
C: 1.286 -0.416 0.140
C: 2.854 -0.269 -0.163
O: 3.301 -1.372 -0.798
O: 3.489 -0.069 1.091
O: 3.100 0.937 -0.897
C: 0.416 0.580 -0.047
C: -0.938 0.302 -0.180
C: -1.912 1.241 -0.539
C: -3.245 0.937 -0.603
C: -3.645 -0.345 -0.435
C: -2.749 -1.346 -0.067
C: -1.356 -1.030 0.054
H: 1.613 -2.340 0.813
H: 4.160 -1.566 -0.568
H: 4.490 0.089 1.030
H: 2.462 1.156 -1.564
H: 0.902 1.506 -0.261
H: -1.601 2.234 -0.636
H: -4.016 1.641 -0.586
H: -4.585 -0.620 -0.746
H: -2.998 -2.352 0.003

No. 2
Entry from the OMol25 dataset: a molecular structure, C11H10BCl2F4FeN2O4 (ωB97M-V with the def2-TZVPD basis set).

Output
HOMO-LUMO gap (alpha / beta)	9.253 / 8.793	eV
net charge	-1
2S+1	5
relative energy (zero: lowest compared OMol25 entry of this formula, charge and spin)	33.8	kJ/mol
expectation value of S²	6.009

Geometry (Å):
Fe: 0.220 -0.058 -0.711
O: 4.080 -1.336 -0.730
C: 2.862 -1.249 -0.740
O: 2.155 -0.250 -1.119
C: 2.043 -2.419 -0.223
C: 2.612 -3.665 -0.021
C: 1.808 -4.687 0.452
C: 0.474 -4.416 0.721
C: -0.010 -3.138 0.500
N: 0.760 -2.156 0.028
H: 3.664 -3.787 -0.232
H: 2.213 -5.679 0.613
H: -0.195 -5.177 1.098
H: -1.043 -2.895 0.703
Cl: -4.626 4.018 0.524
C: -4.089 2.357 0.151
Cl: -2.338 2.216 0.109
H: -4.481 2.084 -0.819
H: -4.466 1.697 0.920
O: 1.101 2.222 2.604
C: 1.096 2.515 1.431
C: 1.547 3.876 0.878
C: 1.318 3.776 -0.629
C: 0.780 2.375 -0.773
O: 0.402 1.819 -1.822
N: 0.695 1.711 0.386
H: 2.593 4.023 1.147
H: 0.966 4.661 1.361
H: 2.223 3.878 -1.227
H: 0.581 4.480 -1.015
F: -1.647 -0.846 -0.644
B: -3.049 -1.375 -0.719
F: -3.921 -0.307 -0.662
F: -3.136 -2.054 -1.915
F: -3.194 -2.214 0.377

No. 3
Entry from the OMol25 dataset: 2 unconnected molecules or ions with the total composition C11H10Cl2FNO3 (ωB97M-V with the def2-TZVPD basis set).

Output
HOMO-LUMO gap	9.601	eV
SMILES string	C[C@@]1(F)C(=O)CCOC1=O.Clc1cccc(Cl)n1
net charge	0
relative energy (zero: lowest compared OMol25 entry of this formula, charge and spin)	17.3	kJ/mol

Geometry (Å):
C: 0.297 0.881 -2.254
C: 0.122 1.503 -0.877
F: 0.157 0.417 -0.065
C: 1.305 2.336 -0.378
O: 2.419 2.213 -0.867
C: 1.008 3.181 0.851
C: -0.345 3.821 0.787
O: -1.391 2.799 0.596
C: -1.308 1.925 -0.393
O: -2.253 1.220 -0.752
H: -0.581 0.285 -2.376
H: 0.441 1.595 -3.069
H: 1.182 0.253 -2.168
H: 1.073 2.545 1.752
H: 1.755 3.973 0.947
H: -0.622 4.327 1.720
H: -0.387 4.545 -0.038
Cl: 1.720 -1.463 2.049
C: 0.630 -2.470 1.180
C: 0.641 -3.850 1.431
C: -0.273 -4.664 0.821
C: -1.120 -4.102 -0.092
C: -1.099 -2.726 -0.322
Cl: -2.254 -2.073 -1.412
N: -0.274 -1.964 0.359
H: 1.355 -4.165 2.151
H: -0.328 -5.719 1.051
H: -1.868 -4.622 -0.635

No. 4
Entry from the OMol25 dataset: a molecular structure, C11H10ClErNO (ωB97M-V with the def2-TZVPD basis set).

Output
HOMO-LUMO gap (alpha / beta)	4.275 / 4.313	eV
net charge	-1
2S+1	4
expectation value of S²	3.753

Geometry (Å):
C: -3.250 -0.973 -0.084
C: -2.420 -1.282 -1.199
C: -1.602 -0.144 -1.442
H: -2.508 -2.151 -1.858
C: -1.869 0.813 -0.432
C: -2.840 0.301 0.450
H: -3.270 0.771 1.334
H: -4.075 -1.590 0.267
H: -0.992 0.021 -2.332
H: -1.569 1.840 -0.489
Er: -1.240 -1.283 1.209
Cl: -0.304 -3.483 0.830
C: 3.348 0.447 0.241
C: 2.612 1.605 -0.146
C: 2.024 1.328 -1.430
H: 2.669 2.592 0.324
C: 2.199 -0.060 -1.700
C: 3.042 -0.602 -0.681
H: 3.383 -1.642 -0.603
H: 3.992 0.366 1.115
H: 1.526 2.042 -2.072
H: 1.747 -0.617 -2.528
O: -0.023 1.130 4.778
C: -0.205 0.576 3.746
N: -0.378 -0.005 2.702

No. 5
Entry from the OMol25 dataset: a molecular structure, C11H10ClNSeZr (ωB97M-V with the def2-TZVPD basis set).

Output
HOMO-LUMO gap	5.221	eV
net charge	0

Geometry (Å):
C: 0.970 -1.810 1.739
C: 1.012 -1.706 0.315
C: -0.332 -1.678 -0.172
H: 1.919 -1.706 -0.289
C: -1.217 -1.770 0.954
C: -0.406 -1.830 2.137
H: -0.762 -2.021 3.163
H: 1.854 -1.916 2.392
H: -0.598 -1.700 -1.212
H: -2.283 -1.953 0.917
Zr: -0.106 0.379 0.930
Cl: 1.940 1.295 0.412
C: 0.056 2.460 -1.837
C: -1.166 1.825 -2.173
C: -0.853 0.577 -2.802
H: -2.158 2.231 -2.021
C: 0.560 0.450 -2.849
C: 1.127 1.610 -2.259
H: 2.187 1.811 -2.172
H: 0.172 3.422 -1.353
H: -1.568 -0.119 -3.222
H: 1.125 -0.360 -3.293
Se: -0.897 0.823 5.731
C: -0.438 0.787 4.062
N: -0.138 0.899 2.902

No. 6
Entry from the OMol25 dataset: a molecular structure, C11H10I2IrN4O4 (ωB97M-V with the def2-TZVPD basis set).

Output
HOMO-LUMO gap (alpha / beta)	7.392 / 3.253	eV
net charge	+3
2S+1	5
relative energy (zero: lowest compared OMol25 entry of this formula, charge and spin)	116.9	kJ/mol
expectation value of S²	6.046

Geometry (Å):
Ir: 0.609 -0.069 -0.170
I: -2.275 3.431 -2.730
C: -2.773 1.695 -1.762
C: -4.129 1.266 -1.711
C: -4.479 0.112 -1.086
I: -6.505 -0.366 -1.092
C: -3.532 -0.733 -0.450
C: -3.764 -1.957 0.206
C: -2.717 -2.659 0.755
C: -1.423 -2.147 0.668
N: -1.174 -0.988 0.058
C: -2.203 -0.285 -0.506
C: -1.813 0.902 -1.151
O: -0.518 1.178 -1.136
H: -4.875 1.893 -2.189
H: -4.767 -2.370 0.287
H: -2.878 -3.603 1.255
H: -0.576 -2.668 1.096
C: 4.299 -1.322 2.431
O: 3.989 -0.262 1.432
C: 2.877 -0.294 0.830
O: 1.928 -1.124 0.985
N: 3.263 1.754 -0.268
N: 3.352 2.239 -1.497
H: 5.277 -1.048 2.805
H: 4.316 -2.275 1.912
H: 3.542 -1.288 3.207
H: 4.042 2.904 1.023
H: 3.578 1.566 -2.223
H: 3.679 3.198 -1.570
O: 3.141 2.690 0.711
N: 2.510 0.631 -0.116